[1]
C50H47GeIrN3O3SSbSe2 | ωB97M-V with the def2-TZVPD basis set

As for the max |F|: 0.0124 Eh/bohr. The energy above the lowest of the compared OMol25 structures with the same formula, charge and spin is 0.00 kcal per mole. As for the net charge: +1. As for the spin multiplicity: 6. The value obtained for the frontier orbital gap (alpha / beta) is 0.2597 / 0.1953 Ha. The value obtained for the LUMO energy (alpha / beta) is -2.31 / -4.92 eV.

XYZ file:
```
109
Properties=species:S:1:pos:R:3:mulliken_charge:R:1
Ir -0.25 0.57 0.50 3.589
Se -0.07 1.12 3.60 0.305
Se 1.52 2.30 1.50 0.032
C 2.46 0.66 1.59 -0.233
C 3.76 0.48 2.03 -1.046
C 4.31 -0.79 1.91 -0.503
C 3.57 -1.82 1.36 -0.881
C 2.27 -1.57 0.97 -0.644
N 1.72 -0.36 1.12 1.175
C -1.54 1.99 2.82 -0.120
C -2.20 3.07 3.39 -1.062
C -3.36 3.54 2.78 -0.430
C -3.85 2.89 1.66 -1.235
C -3.13 1.84 1.14 -0.115
N -1.97 1.42 1.69 -0.040
H 4.31 1.32 2.42 0.585
H 5.34 -0.96 2.23 0.526
H 3.99 -2.81 1.23 0.551
H 1.64 -2.33 0.53 0.314
H -1.81 3.51 4.29 0.594
H -3.88 4.40 3.19 0.475
H -4.77 3.20 1.19 0.560
H -3.47 1.29 0.28 0.691
C -2.62 2.10 -2.61 -0.899
O -2.01 1.22 -1.65 -0.042
C -1.12 1.81 -0.85 0.311
O -0.88 2.99 -0.90 -0.571
H -3.35 1.50 -3.15 0.249
H -1.87 2.49 -3.30 0.302
H -3.11 2.93 -2.11 0.306
C -1.68 -1.57 5.94 -1.471
C -0.35 -2.08 5.44 1.322
C 0.66 -2.30 6.37 -0.710
C 1.89 -2.84 6.02 -0.885
C 2.12 -3.22 4.70 -0.967
C 1.13 -3.01 3.75 -1.013
C -0.08 -2.42 4.10 1.171
Sb -1.23 -2.04 2.31 -0.108
C -1.07 -4.06 1.61 1.359
C -0.52 -4.31 0.36 -0.583
C -0.35 -5.61 -0.09 -1.116
C -0.74 -6.66 0.73 -0.790
C -1.29 -6.41 1.98 -0.904
C -1.47 -5.11 2.45 0.823
C -2.11 -4.91 3.81 -1.422
C -3.29 -1.55 2.59 1.616
C -3.57 -0.47 3.43 -1.041
C -4.87 -0.03 3.61 -1.285
C -5.90 -0.67 2.93 -0.993
C -5.61 -1.73 2.07 -0.923
C -4.31 -2.18 1.87 0.707
C -4.07 -3.30 0.88 -1.118
H -1.85 -1.92 6.96 0.550
H -2.50 -1.91 5.32 0.132
H -1.69 -0.48 5.97 0.240
H 0.47 -2.06 7.41 0.468
H 2.66 -2.99 6.77 0.409
H 3.06 -3.68 4.42 0.482
H 1.30 -3.34 2.74 0.402
H -0.23 -3.49 -0.28 0.151
H 0.07 -5.80 -1.07 0.479
H -0.62 -7.69 0.39 0.407
H -1.60 -7.24 2.61 0.484
H -2.73 -5.77 4.07 0.571
H -2.75 -4.03 3.85 0.165
H -1.35 -4.81 4.59 0.332
H -2.77 0.04 3.95 0.881
H -5.07 0.81 4.26 0.496
H -6.92 -0.34 3.06 0.432
H -6.42 -2.21 1.54 0.455
H -4.99 -3.53 0.34 0.568
H -3.75 -4.22 1.39 0.209
H -3.30 -3.04 0.16 0.061
O -1.31 -1.39 -0.46 -0.970
S -0.46 -1.34 -1.73 0.112
N 0.57 -0.15 -1.42 -0.792
C 2.71 -1.82 -2.84 -1.526
Ge 2.09 0.00 -2.54 1.021
C 1.51 0.77 -4.22 0.694
C 2.47 1.30 -5.09 -0.592
C 2.10 1.81 -6.33 -0.717
C 0.76 1.80 -6.70 -0.505
C -0.20 1.29 -5.85 -0.866
C 0.17 0.78 -4.61 -0.178
C 3.52 1.02 -1.71 0.868
C 4.69 0.35 -1.47 -0.810
C 5.81 1.02 -0.91 -0.919
C 5.73 2.34 -0.59 -0.959
C 4.53 3.07 -0.82 1.170
C 4.43 4.44 -0.49 -1.019
C 3.27 5.13 -0.73 -0.696
C 2.17 4.49 -1.34 -0.832
C 2.25 3.17 -1.67 -0.199
C 3.42 2.41 -1.41 0.064
H 3.49 -1.81 -3.62 0.441
H 1.88 -2.42 -3.21 0.391
H 3.12 -2.28 -1.94 0.349
H 3.52 1.31 -4.80 0.382
H 2.85 2.21 -6.99 0.419
H 0.47 2.21 -7.67 0.386
H -1.25 1.28 -6.14 0.418
H -0.59 0.38 -3.94 0.408
H 4.78 -0.70 -1.71 0.371
H 6.73 0.47 -0.75 0.465
H 6.58 2.86 -0.16 0.430
H 5.28 4.94 -0.04 0.441
H 3.20 6.18 -0.46 0.405
H 1.26 5.04 -1.53 0.450
H 1.39 2.68 -2.14 0.111
```



[2]
C25H26N7O4PtS | ωB97M-V with the def2-TZVPD basis set

As for the max |F|: 0.0160 Eh/bohr. As for the net charge: +1. The value obtained for the frontier orbital gap is 0.2444 Ha. The value obtained for the LUMO energy is -2.99 eV.

XYZ file:
```
64
Properties=species:S:1:pos:R:3:mulliken_charge:R:1
Pt 0.22 -0.49 -0.22 0.361
C 2.22 -5.93 4.95 -0.798
O 1.15 -6.72 4.46 -0.447
C -0.06 -6.13 4.29 0.958
C -1.10 -6.97 3.91 -0.687
C -2.37 -6.46 3.74 -0.105
C -2.61 -5.09 3.89 -0.267
C -1.57 -4.26 4.29 -0.441
C -0.30 -4.78 4.50 -0.456
N -3.98 -4.70 3.75 -0.340
N -4.34 -3.58 3.38 -0.609
C -3.47 -2.64 2.74 -0.041
C -3.61 -1.33 3.09 -0.320
C -2.77 -0.32 2.60 -0.891
C -1.78 -0.63 1.70 1.275
O -0.92 0.26 1.21 -0.567
C -1.72 -1.97 1.22 0.368
N -0.81 -2.20 0.22 -0.816
C -0.77 -3.38 -0.37 0.220
C -1.63 -4.42 0.00 -1.110
C -2.52 -4.22 1.02 -0.457
C -2.57 -2.98 1.70 0.292
H 3.07 -6.60 5.04 0.246
H 1.98 -5.51 5.93 0.340
H 2.46 -5.12 4.25 0.300
H -0.90 -8.03 3.79 0.455
H -3.20 -7.10 3.49 0.489
H -1.75 -3.21 4.49 0.477
H 0.49 -4.12 4.84 0.417
H -4.39 -1.08 3.81 0.431
H -2.89 0.71 2.92 0.481
H -0.05 -3.51 -1.16 0.430
H -1.60 -5.35 -0.54 0.441
H -3.21 -5.01 1.30 0.634
O 0.73 2.09 -6.76 -0.528
C 1.31 0.82 -6.97 -0.437
N 1.35 0.23 -5.65 -0.078
C 2.21 -0.76 -5.35 0.338
O 2.98 -1.24 -6.16 -0.654
C 2.21 -1.28 -3.93 0.480
C 3.13 -2.27 -3.62 -0.267
C 3.19 -2.76 -2.32 -0.881
C 2.33 -2.24 -1.38 -0.258
N 1.43 -1.29 -1.67 -0.434
C 1.37 -0.83 -2.93 0.088
H 0.60 2.52 -7.61 0.323
H 2.33 0.88 -7.35 0.328
H 0.71 0.21 -7.64 0.300
H 0.73 0.63 -4.97 0.188
H 3.79 -2.63 -4.40 0.522
H 3.89 -3.53 -2.04 0.469
H 2.33 -2.59 -0.35 0.623
H 0.62 -0.07 -3.09 0.154
C 3.21 3.48 -1.89 -0.815
N 3.57 2.45 -0.92 -0.296
C 2.75 1.55 -0.38 0.924
N 3.28 0.60 0.40 -0.345
S 1.06 1.63 -0.62 -0.554
H 3.67 3.26 -2.85 0.292
H 3.54 4.45 -1.53 0.308
H 2.13 3.50 -2.01 0.345
H 4.54 2.40 -0.65 0.213
H 4.25 0.64 0.69 0.231
H 2.65 0.05 0.96 0.157
```



[3]
C12H31Br2NO5Si2 | ωB97M-V with the def2-TZVPD basis set

As for the max |F|: 0.0211 Eh/bohr. The value obtained for the frontier orbital gap is 0.3617 Ha. The value obtained for the LUMO energy is 0.50 eV.

XYZ file:
```
53
Properties=species:S:1:pos:R:3:mulliken_charge:R:1
C 1.44 -3.81 -1.30 -0.928
C 2.70 -3.12 -0.86 0.587
O 3.23 -3.43 0.20 -0.639
N 3.29 -2.21 -1.72 -0.171
C 2.50 -1.10 -2.27 -0.829
C 2.52 0.13 -1.37 -0.076
C 1.33 1.07 -1.60 -1.107
C 0.34 1.15 -0.42 -0.570
Si -0.37 -0.53 -0.09 0.432
O -1.66 -0.48 0.97 -0.166
Si -2.92 -1.53 0.67 0.233
C -4.20 -0.64 -0.37 -0.012
Br -5.05 0.80 0.53 -0.128
C -4.48 -0.97 -1.63 0.570
C -3.88 -2.12 -2.39 -1.156
Br -5.78 0.00 -2.64 -0.157
H 0.94 -3.34 -2.14 0.309
H 1.67 -4.84 -1.58 0.365
H 0.76 -3.83 -0.46 0.214
H 4.11 -1.86 -1.24 0.320
H 1.48 -1.42 -2.44 0.246
H 2.91 -0.85 -3.24 0.306
H 2.63 -0.16 -0.33 -0.038
H 3.43 0.68 -1.62 0.467
H 0.81 0.80 -2.51 0.453
H 1.71 2.08 -1.75 0.364
H -0.49 1.77 -0.76 0.416
H 0.81 1.60 0.44 0.395
H 0.65 -1.50 0.37 -0.126
H -0.88 -1.04 -1.39 -0.215
H -3.50 -1.86 1.98 -0.218
H -2.47 -2.78 0.02 -0.096
H -4.27 -3.06 -2.02 0.311
H -2.79 -2.11 -2.36 0.206
H -4.17 -2.04 -3.43 0.427
C 4.00 -0.30 2.58 -0.592
O 3.28 0.70 1.87 -0.352
H 3.93 -1.23 2.01 0.171
H 5.05 -0.03 2.69 0.273
H 3.57 -0.47 3.57 0.285
H 3.34 1.52 2.36 0.282
C -7.90 2.47 2.40 -0.462
O -6.98 3.40 1.83 -0.501
H -8.89 2.71 2.02 0.214
H -7.65 1.45 2.11 0.192
H -7.91 2.54 3.49 0.243
H -6.11 3.19 2.17 0.281
C 5.26 4.29 1.76 -0.582
O 4.02 3.58 1.72 -0.450
H 5.43 4.60 2.78 0.225
H 6.09 3.64 1.44 0.268
H 5.23 5.17 1.12 0.261
H 3.87 3.30 0.81 0.254
```



[4]
C44H65BeGeN5P3S | ωB97M-V with the def2-TZVPD basis set

As for the max |F|: 0.0414 Eh/bohr. The energy above the lowest of the compared OMol25 structures with the same formula, charge and spin is 43.24 kcal per mole. As for the net charge: +2. As for the spin multiplicity: 2. The value obtained for the frontier orbital gap (alpha / beta) is 0.2800 / 0.1503 Ha. The value obtained for the LUMO energy (alpha / beta) is -4.37 / -7.81 eV.

XYZ file:
```
120
Properties=species:S:1:pos:R:3:mulliken_charge:R:1
Be 0.21 0.63 -0.01 -2.400
C 4.41 0.56 -0.95 -1.449
C 4.09 0.37 0.52 0.814
C 5.04 -0.68 1.10 -1.827
P 2.26 0.08 0.87 1.855
C 2.25 -1.77 0.94 -3.034
N 1.01 -2.45 0.67 0.123
Ge -0.53 -1.50 -0.08 1.210
N -1.05 -1.67 -2.03 0.384
C -1.09 -0.51 -2.87 -3.729
P -0.11 0.94 -2.26 1.078
C -0.87 2.33 -3.26 0.936
C -1.44 1.91 -4.62 -1.675
C -1.94 3.08 -2.49 -1.253
C 1.56 0.69 -3.05 1.848
C 1.73 1.02 -4.52 -1.838
C 1.99 -0.75 -2.80 -2.035
C -1.79 -2.75 -2.40 0.531
C -2.41 -2.88 -3.66 -0.603
C -3.08 -4.03 -4.00 -0.972
C -3.23 -5.04 -3.06 -1.218
C -2.67 -4.91 -1.80 -0.265
C -1.91 -3.80 -1.47 0.489
N -1.23 -3.61 -0.21 0.764
C -0.04 -4.44 -0.08 0.885
C 0.01 -5.79 -0.38 -0.410
C 1.15 -6.53 -0.12 -1.043
C 2.26 -5.91 0.44 -1.016
C 2.25 -4.56 0.69 -0.852
C 1.10 -3.80 0.44 0.572
C -2.10 -3.84 0.94 0.839
C -2.60 -5.08 1.30 -0.454
C -3.48 -5.21 2.36 -1.161
C -3.81 -4.10 3.13 -1.039
C -3.23 -2.88 2.85 -0.549
C -2.40 -2.72 1.73 0.518
N -1.88 -1.52 1.34 0.141
C -1.97 -0.42 2.25 -2.794
P -1.37 1.21 1.59 1.214
C -1.49 2.19 3.20 0.697
C -0.69 1.69 4.41 -1.562
C -1.22 3.67 2.98 -1.468
C -2.91 1.84 0.73 1.382
C -3.33 0.80 -0.30 -2.306
C -4.11 2.20 1.61 -1.715
C 2.11 0.67 2.64 1.532
C 2.27 2.19 2.64 -1.411
C 3.02 0.05 3.70 -1.840
H 5.45 0.87 -1.06 0.552
H 3.78 1.32 -1.39 0.172
H 4.29 -0.37 -1.50 0.271
H 4.28 1.33 1.02 0.520
H 5.11 -1.55 0.45 0.414
H 4.78 -1.02 2.09 0.385
H 6.04 -0.25 1.15 0.440
H 2.61 -2.05 1.94 1.336
H 3.01 -2.07 0.21 0.929
H -2.13 -0.16 -3.01 0.924
H -0.69 -0.74 -3.87 1.342
H -0.02 3.02 -3.41 0.717
H -2.42 1.45 -4.51 0.373
H -0.80 1.24 -5.18 0.332
H -1.58 2.81 -5.23 0.454
H -2.84 2.48 -2.37 0.229
H -2.22 3.98 -3.03 0.592
H -1.57 3.38 -1.51 -0.066
H 2.20 1.38 -2.48 -0.468
H 1.19 0.34 -5.17 0.341
H 2.79 0.93 -4.77 0.484
H 1.43 2.04 -4.76 0.432
H 1.34 -1.45 -3.33 0.382
H 1.95 -1.00 -1.73 0.567
H 3.00 -0.91 -3.16 0.562
H -2.32 -2.08 -4.38 0.519
H -3.50 -4.13 -4.98 0.422
H -3.78 -5.93 -3.30 0.452
H -2.85 -5.70 -1.09 0.326
H -0.83 -6.29 -0.83 0.450
H 1.16 -7.58 -0.34 0.465
H 3.15 -6.49 0.67 0.442
H 3.13 -4.10 1.11 0.526
H -2.30 -5.98 0.78 0.327
H -3.91 -6.17 2.58 0.453
H -4.49 -4.19 3.95 0.421
H -3.45 -2.04 3.49 0.536
H -1.39 -0.64 3.16 1.035
H -3.01 -0.24 2.55 0.601
H -2.55 2.06 3.46 0.655
H 0.36 1.91 4.31 0.242
H -0.82 0.62 4.58 0.248
H -1.06 2.20 5.30 0.513
H -0.15 3.87 2.92 0.314
H -1.60 4.25 3.82 0.460
H -1.70 4.04 2.08 0.241
H -2.59 2.75 0.20 0.134
H -3.70 -0.10 0.19 0.347
H -2.49 0.53 -0.94 0.412
H -4.13 1.19 -0.92 0.722
H -4.42 1.38 2.24 0.276
H -4.95 2.43 0.95 0.466
H -3.93 3.08 2.22 0.435
H 1.07 0.41 2.88 -0.384
H 3.25 2.50 2.29 0.594
H 2.17 2.58 3.66 0.538
H 1.52 2.65 2.01 -0.217
H 4.04 0.40 3.61 0.400
H 3.00 -1.04 3.69 0.445
H 2.65 0.35 4.68 0.397
S 1.03 3.29 -0.67 -0.247
C 1.51 4.88 -0.37 0.321
N 0.77 5.67 0.45 -0.041
C 1.12 6.92 0.80 -0.156
C 2.28 7.46 0.33 -0.863
C 3.08 6.71 -0.56 -0.242
C 2.69 5.45 -0.92 -0.966
H -0.09 5.27 0.81 0.071
H 0.45 7.45 1.46 0.464
H 2.58 8.46 0.61 0.423
H 3.99 7.13 -0.95 0.472
H 3.26 4.85 -1.61 0.443
```



[5]
C5H10NO2 | ωB97M-V with the def2-TZVPD basis set

As for the max |F|: 0.1108 Eh/bohr. The energy above the lowest of the compared OMol25 structures with the same formula, charge and spin is 107.34 kcal per mole. As for the net charge: -1. The value obtained for the frontier orbital gap is 0.2581 Ha. The value obtained for the LUMO energy is 3.94 eV.

XYZ file:
```
18
Properties=species:S:1:pos:R:3:mulliken_charge:R:1
C -0.53 -0.74 1.81 -0.860
N -0.86 -0.79 0.40 -0.397
C -0.31 0.12 -0.57 -0.128
C 1.01 0.91 -0.26 -0.617
C 0.06 1.77 0.48 -0.068
O 0.14 2.12 1.65 -0.599
C 0.19 -0.98 -1.83 -0.378
O 0.39 -2.19 -1.39 -0.856
H -0.94 -1.60 2.33 0.341
H -1.03 0.12 2.27 0.271
H 0.54 -0.64 2.07 0.245
H -0.55 -1.71 0.04 0.306
H -1.04 0.66 -1.17 0.242
H 1.71 0.32 0.31 0.242
H 1.34 1.51 -1.10 0.450
H -0.34 2.52 -0.22 0.318
H 0.96 -0.40 -2.37 0.253
H -0.74 -1.01 -2.46 0.237
```



[6]
C30H33BrN2O4S | ωB97M-V with the def2-TZVPD basis set

As for the max |F|: 0.0971 Eh/bohr. The value obtained for the frontier orbital gap is 0.1383 Ha. The value obtained for the LUMO energy is -2.02 eV.

XYZ file:
```
71
Properties=species:S:1:pos:R:3:mulliken_charge:R:1
C 7.95 2.25 0.16 -0.856
O 7.52 0.92 0.45 -0.435
C 6.18 0.69 0.39 1.005
C 5.77 -0.64 0.68 -0.823
C 4.43 -0.93 0.64 -0.431
C 3.48 0.07 0.33 -0.050
C 2.06 -0.26 0.20 1.207
C 1.07 0.75 0.43 -0.624
C -0.30 0.53 0.50 0.064
N -1.18 1.57 0.65 0.477
C -2.61 1.31 0.88 0.245
C -3.28 0.47 -0.20 -0.537
C -4.77 0.28 0.02 0.395
C -5.67 0.61 -1.00 -0.387
C -7.04 0.55 -0.76 -0.580
C -7.52 0.10 0.48 -0.423
C -6.61 -0.28 1.48 -0.714
C -5.24 -0.21 1.24 -0.165
C -3.19 2.72 0.99 0.208
O -4.35 3.04 1.22 -0.707
N -2.16 3.60 0.78 0.254
C -2.38 5.03 0.84 -0.978
C -0.84 3.00 0.64 0.151
C 0.03 3.44 1.83 -1.488
C -0.22 3.46 -0.68 -1.481
C 3.90 1.34 -0.05 -0.471
C 5.24 1.71 0.04 -0.770
H 9.03 2.16 0.16 0.255
H 7.59 2.59 -0.82 0.350
H 7.62 2.95 0.93 0.347
H 6.52 -1.41 0.94 0.419
H 4.11 -1.95 0.79 0.421
H 0.81 -1.46 -0.82 0.197
H 1.47 1.75 0.59 0.201
H -0.79 -0.45 0.51 0.688
H -2.74 0.83 1.87 0.228
H -3.11 0.96 -1.18 0.367
H -2.78 -0.51 -0.22 0.310
H -5.27 0.96 -1.95 0.327
H -7.74 0.85 -1.54 0.368
H -8.59 0.05 0.67 0.365
H -6.97 -0.64 2.45 0.363
H -4.52 -0.50 2.01 0.350
H -3.44 5.25 0.99 0.359
H -1.81 5.49 1.68 0.305
H -2.04 5.51 -0.09 0.297
H -0.58 3.48 2.74 0.410
H 0.86 2.75 1.99 0.306
H 0.44 4.44 1.63 0.433
H -0.95 3.37 -1.49 0.360
H 0.10 4.50 -0.60 0.464
H 0.65 2.84 -0.93 0.318
H 3.19 2.05 -0.48 0.433
H 5.56 2.75 -0.15 0.334
Br 2.98 -2.13 -1.96 -0.100
C 1.80 -1.46 -0.37 -1.847
S -0.01 -3.07 -0.86 1.373
C 0.46 -4.75 -1.23 0.185
C 0.87 -5.10 -2.52 -0.442
C 1.08 -6.45 -2.83 -0.641
C 0.89 -7.43 -1.84 -0.328
C 0.50 -7.06 -0.54 -0.611
C 0.30 -5.71 -0.24 -0.336
O -0.75 -3.07 0.38 -0.721
O -0.63 -2.51 -2.04 -0.688
H 1.91 -2.27 0.38 0.726
H 1.02 -4.32 -3.26 0.378
H 1.36 -6.73 -3.86 0.335
H 1.04 -8.48 -2.09 0.348
H 0.32 -7.82 0.23 0.330
H -0.01 -5.40 0.76 0.379
```



[7]
C8H11IO | ωB97M-V with the def2-TZVPD basis set

As for the max |F|: 0.0757 Eh/bohr. The energy above the lowest of the compared OMol25 structures with the same formula, charge and spin is 24.30 kcal per mole. The value obtained for the frontier orbital gap is 0.3006 Ha. The value obtained for the LUMO energy is -0.08 eV.

XYZ file:
```
21
Properties=species:S:1:pos:R:3:mulliken_charge:R:1
C 1.87 -0.53 1.94 -0.044
C 1.89 0.75 1.32 -0.671
C 0.97 -1.45 1.55 -0.773
C 0.74 1.12 0.71 -0.360
C 0.04 -1.19 0.41 -0.794
C -0.42 0.28 0.40 -0.112
C -0.62 -0.05 -2.48 -1.195
C -1.33 0.68 -1.30 0.311
O -2.61 0.32 -1.14 -0.483
I -1.97 0.76 2.09 -0.064
H 2.71 -0.80 2.64 0.315
H 2.76 1.32 1.53 0.433
H 0.79 -2.27 2.17 0.380
H 0.60 2.10 0.44 0.501
H 0.65 -1.28 -0.45 0.309
H -0.60 -1.98 0.31 0.566
H -1.20 0.17 -3.38 0.384
H -0.40 -1.08 -2.28 0.334
H 0.28 0.53 -2.75 0.315
H -1.16 1.76 -1.29 0.348
H -2.99 0.84 -0.45 0.301
```